No. 1
Formula: C27H32FeN6O4S3
Source: the Open Molecules 2025 dataset
Level of theory: ωB97M-V with the def2-TZVPD basis set

XYZ file:
```
73
C27H32FeN6O4S3 | the Open Molecules 2025 dataset | ωB97M-V with the def2-TZVPD basis set
Fe -0.677 -0.252 1.880
S -4.565 -1.845 3.377
C -3.876 -0.860 4.603
C -2.675 -0.331 4.239
C -2.270 -0.699 2.939
C -3.190 -1.548 2.351
C -3.010 -2.144 1.059
C -3.926 -3.008 0.444
C -3.625 -3.530 -0.798
C -2.413 -3.198 -1.393
C -1.558 -2.346 -0.716
N -1.847 -1.821 0.464
H -4.410 -0.724 5.524
H -2.082 0.298 4.879
H -4.851 -3.247 0.946
H -4.320 -4.187 -1.298
H -2.135 -3.593 -2.358
H -0.597 -2.076 -1.133
N 0.309 -1.552 -6.671
C 0.786 -1.285 -5.423
C 2.161 -1.395 -5.153
C 2.659 -1.057 -3.919
C 1.803 -0.624 -2.907
C 0.432 -0.532 -3.160
C -0.072 -0.852 -4.399
S 2.434 -0.142 -1.330
O 3.899 -0.248 -1.391
O 1.876 2.725 -2.211
N 0.814 -0.430 0.869
C 1.238 -1.632 1.099
N 2.131 -2.278 0.322
C 2.503 -3.487 0.653
C 2.009 -4.148 1.776
C 1.060 -3.451 2.518
N 0.677 -2.239 2.213
H 0.909 -1.993 -7.345
H -0.680 -1.618 -6.823
H 2.825 -1.745 -5.928
H 3.714 -1.128 -3.703
H -0.232 -0.212 -2.371
H -1.131 -0.770 -4.593
H 3.224 -3.952 -0.007
H 2.336 -5.136 2.049
H 0.600 -3.888 3.397
O -1.429 1.674 0.950
C -1.153 2.837 0.682
C -2.119 3.756 -0.011
C -1.738 3.634 -1.508
C -0.256 3.856 -1.844
C 0.695 2.698 -1.449
C 1.144 2.741 0.034
N 0.102 3.368 0.835
H -2.006 4.788 0.318
H -3.148 3.433 0.131
H -2.325 4.371 -2.060
H -2.031 2.642 -1.857
H 0.099 4.797 -1.420
H -0.186 3.962 -2.930
H 1.679 2.544 -3.138
H 0.156 1.756 -1.618
H 2.054 3.335 0.111
H 1.338 1.728 0.388
H 0.116 4.376 0.722
C 1.837 2.697 4.815
S 1.669 1.745 3.247
C 3.093 0.633 3.530
O 0.462 0.885 3.472
H 1.771 2.033 5.668
H 1.034 3.425 4.854
H 2.790 3.214 4.802
H 4.003 1.221 3.508
H 3.104 -0.088 2.719
H 2.989 0.123 4.481
```

Results
Max |F| (eV Å⁻¹): 3.1
Orbital gap (alpha / beta) (eV): 4.61 / 5.69
Calculated total energy (Eh): -4135.4979
Charge: +1
LUMO energy (alpha / beta) (eV): -4.117 / -4.440
Spin multiplicity: 6
Molar mass (g/mol): 656.6

Atomic partial charges in e from the Mulliken method, atoms 1 to 2: 0.0825 -0.2437

No. 2
Formula: C23H23MoN5O6S3
Source: the Open Molecules 2025 dataset
Level of theory: ωB97M-V with the def2-TZVPD basis set

XYZ file:
```
61
C23H23MoN5O6S3 | the Open Molecules 2025 dataset | ωB97M-V with the def2-TZVPD basis set
Mo 0.533 -0.855 -0.457
O 0.163 -3.180 2.995
C 0.564 -2.535 2.056
O -0.146 -1.697 1.341
C 1.979 -2.615 1.563
C 3.010 -3.293 2.183
C 4.295 -3.145 1.676
C 4.511 -2.275 0.616
C 3.425 -1.628 0.059
N 2.185 -1.853 0.489
C 3.487 -0.491 -0.925
O 4.521 -0.158 -1.454
O 2.331 0.098 -1.025
H 2.788 -3.893 3.054
H 5.125 -3.666 2.133
H 5.495 -2.057 0.227
N -0.277 -3.067 -0.784
C -1.135 -3.659 -1.841
C -2.517 -3.031 -1.920
C -2.532 -1.599 -2.472
C -2.684 -0.521 -1.416
N -1.701 -0.615 -0.318
H 0.590 -3.600 -0.761
H -0.727 -3.249 0.109
H -1.232 -4.729 -1.640
H -0.627 -3.542 -2.796
H -3.008 -3.079 -0.940
H -3.109 -3.677 -2.570
H -3.367 -1.483 -3.165
H -1.621 -1.429 -3.048
H -3.685 -0.570 -0.977
H -2.589 0.463 -1.874
H -1.969 -1.363 0.316
H -1.804 0.238 0.252
S 1.103 -1.571 -2.842
C 0.594 0.052 -3.135
C 0.693 0.791 -4.314
C 0.223 2.085 -4.309
C -0.313 2.634 -3.141
C -0.352 1.860 -2.006
N 0.076 0.589 -2.021
H 1.137 0.341 -5.191
H 0.278 2.682 -5.210
H -0.682 3.648 -3.112
H -0.742 2.229 -1.067
O -3.682 2.264 2.467
S -2.644 2.945 1.752
O -3.010 3.896 0.742
N -1.595 1.841 1.097
C -0.398 1.939 1.604
S 0.964 1.043 1.131
C -0.256 2.989 2.660
C 0.862 3.346 3.395
C 0.733 4.367 4.327
C -0.484 5.015 4.519
C -1.606 4.659 3.781
C -1.456 3.643 2.860
H 1.805 2.838 3.240
H 1.592 4.664 4.915
H -0.557 5.806 5.253
H -2.556 5.155 3.921
```

Results
Max |F| (eV Å⁻¹): 0.1
Relative energy (zero: lowest compared OMol25 entry of this formula, charge and spin) (kcal per mole): 0.0
Orbital gap (alpha / beta) (eV): 7.57 / 7.57
Calculated total energy (Eh): -2878.3975
Charge: 0
LUMO energy (alpha / beta) (eV): -0.455 / -0.458
Molar mass (g/mol): 657.6

Atomic partial charges in e from the Mulliken method, atoms 1 to 2: -0.3033 -0.6951

No. 3
Formula: C19H25BrN4O6S
Source: the Open Molecules 2025 dataset
Level of theory: ωB97M-V with the def2-TZVPD basis set

XYZ file:
```
56
C19H25BrN4O6S | the Open Molecules 2025 dataset | ωB97M-V with the def2-TZVPD basis set
O 4.234 0.546 2.002
C 3.048 0.422 2.253
N 2.466 -0.680 2.742
H 1.457 -0.661 2.782
C 3.175 -1.937 2.801
H 4.155 -1.731 3.242
C 3.381 -2.531 1.404
H 3.745 -1.729 0.760
H 4.142 -3.312 1.457
C 2.083 -3.087 0.814
N 2.095 -3.089 -0.626
C 1.141 -2.498 -1.361
O 0.150 -1.947 -0.905
C 1.483 -2.671 -2.824
H 0.801 -3.406 -3.257
C 2.933 -3.156 -2.811
H 3.605 -2.307 -2.933
H 3.143 -3.880 -3.596
C 3.107 -3.758 -1.411
H 2.924 -4.841 -1.409
H 4.102 -3.575 -1.002
H 1.341 -1.721 -3.335
H 1.897 -4.103 1.187
H 1.240 -2.447 1.088
H 2.625 -2.624 3.446
C 2.057 1.561 2.012
O 0.908 1.528 2.415
N 2.645 2.573 1.357
C 1.922 3.570 0.620
H 2.518 4.483 0.549
H 0.985 3.767 1.146
C 1.612 3.068 -0.814
N 0.385 2.285 -0.810
S 0.553 0.609 -1.045
O 1.595 0.221 -0.139
O 0.750 0.360 -2.447
C -1.104 0.193 -0.527
C -2.028 -0.189 -1.479
C -3.330 -0.452 -1.093
C -3.669 -0.319 0.245
C -2.745 0.077 1.197
C -1.443 0.340 0.801
H -0.698 0.667 1.509
H -3.036 0.179 2.232
Br -5.452 -0.680 0.781
H -4.071 -0.761 -1.815
H -1.710 -0.298 -2.503
C -0.554 2.931 -1.712
C 0.048 4.330 -1.863
H -0.126 4.779 -2.841
H -0.320 4.998 -1.074
O 1.437 4.121 -1.723
H -1.553 2.943 -1.275
H -0.572 2.401 -2.672
H 2.457 2.454 -1.160
H 3.597 2.367 1.071
```

Results
Max |F| (eV Å⁻¹): 1.6
Orbital gap (eV): 9.71
Calculated total energy (Eh): -4381.7300
Charge: 0
LUMO energy (eV): 0.620
Molar mass (g/mol): 517.4

Atomic partial charges in e from the Mulliken method, atoms 1 to 2: -0.7106 0.5818

No. 4
Formula: C12H12O
Source: the Open Molecules 2025 dataset
Level of theory: ωB97M-V with the def2-TZVPD basis set

XYZ file:
```
25
C12H12O | the Open Molecules 2025 dataset | ωB97M-V with the def2-TZVPD basis set
C 3.493 -0.237 1.187
C 2.702 -0.526 -0.169
C 1.275 -0.051 -0.122
C 0.884 1.376 -0.077
C -0.373 1.844 -0.262
C -1.454 0.835 -0.145
C -2.804 1.242 0.069
C -3.833 0.281 0.057
C -3.620 -1.041 -0.070
C -2.300 -1.502 -0.264
C -1.190 -0.611 -0.207
C 0.204 -0.964 -0.200
H 4.409 -0.903 1.039
H 3.735 0.876 1.432
H 2.895 -0.626 2.130
H 2.684 -1.608 -0.295
H 2.752 -0.117 -2.019
H 1.739 2.171 -0.095
H -0.528 2.877 -0.267
H -3.131 2.265 -0.049
H -4.781 0.718 0.182
H -4.451 -1.821 -0.012
H -2.132 -2.524 -0.224
H 0.354 -1.993 -0.362
O 3.470 0.038 -1.256
```

Results
Max |F| (eV Å⁻¹): 4.1
Relative energy (zero: lowest compared OMol25 entry of this formula, charge and spin) (kcal per mole): 40.0
Orbital gap (eV): 8.59
Calculated total energy (Eh): -539.6514
Charge: 0
LUMO energy (eV): 0.293
Molar mass (g/mol): 172.2

Atomic partial charges in e from the Mulliken method, atoms 1 to 2: -1.1182 0.0018

Please write out number 1 again, unchanged.
Formula: C27H32FeN6O4S3
Source: the Open Molecules 2025 dataset
Level of theory: ωB97M-V with the def2-TZVPD basis set

XYZ file:
```
73
C27H32FeN6O4S3 | the Open Molecules 2025 dataset | ωB97M-V with the def2-TZVPD basis set
Fe -0.677 -0.252 1.880
S -4.565 -1.845 3.377
C -3.876 -0.860 4.603
C -2.675 -0.331 4.239
C -2.270 -0.699 2.939
C -3.190 -1.548 2.351
C -3.010 -2.144 1.059
C -3.926 -3.008 0.444
C -3.625 -3.530 -0.798
C -2.413 -3.198 -1.393
C -1.558 -2.346 -0.716
N -1.847 -1.821 0.464
H -4.410 -0.724 5.524
H -2.082 0.298 4.879
H -4.851 -3.247 0.946
H -4.320 -4.187 -1.298
H -2.135 -3.593 -2.358
H -0.597 -2.076 -1.133
N 0.309 -1.552 -6.671
C 0.786 -1.285 -5.423
C 2.161 -1.395 -5.153
C 2.659 -1.057 -3.919
C 1.803 -0.624 -2.907
C 0.432 -0.532 -3.160
C -0.072 -0.852 -4.399
S 2.434 -0.142 -1.330
O 3.899 -0.248 -1.391
O 1.876 2.725 -2.211
N 0.814 -0.430 0.869
C 1.238 -1.632 1.099
N 2.131 -2.278 0.322
C 2.503 -3.487 0.653
C 2.009 -4.148 1.776
C 1.060 -3.451 2.518
N 0.677 -2.239 2.213
H 0.909 -1.993 -7.345
H -0.680 -1.618 -6.823
H 2.825 -1.745 -5.928
H 3.714 -1.128 -3.703
H -0.232 -0.212 -2.371
H -1.131 -0.770 -4.593
H 3.224 -3.952 -0.007
H 2.336 -5.136 2.049
H 0.600 -3.888 3.397
O -1.429 1.674 0.950
C -1.153 2.837 0.682
C -2.119 3.756 -0.011
C -1.738 3.634 -1.508
C -0.256 3.856 -1.844
C 0.695 2.698 -1.449
C 1.144 2.741 0.034
N 0.102 3.368 0.835
H -2.006 4.788 0.318
H -3.148 3.433 0.131
H -2.325 4.371 -2.060
H -2.031 2.642 -1.857
H 0.099 4.797 -1.420
H -0.186 3.962 -2.930
H 1.679 2.544 -3.138
H 0.156 1.756 -1.618
H 2.054 3.335 0.111
H 1.338 1.728 0.388
H 0.116 4.376 0.722
C 1.837 2.697 4.815
S 1.669 1.745 3.247
C 3.093 0.633 3.530
O 0.462 0.885 3.472
H 1.771 2.033 5.668
H 1.034 3.425 4.854
H 2.790 3.214 4.802
H 4.003 1.221 3.508
H 3.104 -0.088 2.719
H 2.989 0.123 4.481
```

Results
Max |F| (eV Å⁻¹): 3.1
Orbital gap (alpha / beta) (eV): 4.61 / 5.69
Calculated total energy (Eh): -4135.4979
Charge: +1
LUMO energy (alpha / beta) (eV): -4.117 / -4.440
Spin multiplicity: 6
Molar mass (g/mol): 656.6

Atomic partial charges in e from the Mulliken method, atoms 1 to 2: 0.0825 -0.2437